{"formula": "C25H31AlN7O3SSb", "method": "wB97M-V/def2-TZVPD", "symbols": ["Al", "O", "S", "O", "N", "C", "C", "C", "C", "C", "C", "C", "C", "N", "C", "C", "C", "C", "C", "C", "C", "H", "H", "H", "H", "H", "H", "H", "H", "H", "H", "H", "C", "Sb", "C", "C", "H", "H", "H", "H", "H", "H", "H", "H", "H", "N", "C", "C", "N", "C", "H", "H", "H", "H", "C", "N", "C", "C", "O", "N", "C", "N", "H", "H", "H", "H", "H", "H", "H"], "positions_angstrom": [[-0.60, -7.17, 17.13], [0.08, -8.60, 20.47], [0.06, -8.98, 19.10], [-1.25, -8.76, 18.33], [0.92, -7.92, 18.21], [2.14, -8.05, 17.58], [3.33, -8.47, 18.17], [4.39, -8.80, 17.30], [4.35, -8.51, 15.93], [3.15, -8.06, 15.30], [2.91, -7.89, 13.92], [1.69, -7.45, 13.44], [0.65, -7.20, 14.32], [0.82, -7.43, 15.66], [2.05, -7.77, 16.16], [0.50, -10.69, 19.00], [0.58, -11.41, 17.80], [1.03, -12.72, 17.83], [1.28, -13.34, 19.06], [1.08, -12.66, 20.26], [0.72, -11.32, 20.22], [3.42, -8.60, 19.24], [5.30, -9.24, 17.70], [5.27, -8.61, 15.33], [3.73, -8.02, 13.22], [1.52, -7.26, 12.38], [-0.29, -6.73, 14.00], [0.28, -10.98, 16.85], [1.24, -13.27, 16.90], [1.64, -14.35, 19.02], [1.14, -13.16, 21.21], [0.69, -10.72, 21.12], [-0.85, -11.72, 14.33], [-2.20, -10.19, 15.13], [-3.21, -11.38, 16.71], [-3.72, -10.00, 13.58], [-1.38, -12.66, 14.24], [0.00, -11.85, 15.00], [-0.50, -11.41, 13.33], [-3.53, -12.31, 16.27], [-3.99, -10.78, 17.14], [-2.44, -11.55, 17.46], [-3.76, -10.94, 13.08], [-3.42, -9.18, 12.91], [-4.71, -9.80, 14.02], [-1.62, -5.42, 20.65], [-0.57, -4.53, 20.39], [-0.14, -4.88, 19.12], [-0.93, -5.93, 18.64], [-1.83, -6.15, 19.58], [-2.18, -5.41, 21.49], [-0.29, -3.78, 21.09], [0.60, -4.41, 18.46], [-2.56, -6.97, 19.54], [-5.93, -5.54, 14.79], [-4.62, -5.88, 15.30], [-3.36, -5.25, 14.86], [-2.41, -5.98, 15.77], [-1.12, -5.77, 15.94], [-2.98, -6.98, 16.42], [-4.34, -6.88, 16.14], [-5.24, -7.75, 16.59], [-5.88, -4.49, 14.48], [-6.66, -5.64, 15.60], [-6.20, -6.16, 13.91], [-3.39, -4.18, 15.06], [-3.23, -5.36, 13.78], [-4.88, -8.55, 17.11], [-6.25, -7.68, 16.50]], "mulliken_charge": [0.069, -0.720, 1.286, -0.369, -0.029, -0.290, -0.457, -0.657, -0.949, 0.188, -0.502, -1.016, 0.113, 0.664, 1.159, -0.123, 0.340, -0.587, -0.517, -0.733, -0.383, 0.593, 0.429, 0.396, 0.463, 0.445, 0.336, -0.277, 0.381, 0.444, 0.449, 0.518, -1.104, 0.363, -1.073, -1.266, 0.418, 0.202, 0.402, 0.433, 0.297, 0.240, 0.455, 0.351, 0.346, -0.009, -0.652, -0.334, 0.782, -0.344, 0.247, 0.425, 0.499, 0.433, -1.039, 0.048, -0.354, 0.265, -0.756, -0.080, 0.148, -0.275, 0.351, 0.422, 0.314, 0.401, 0.356, 0.176, 0.243], "total_charge": 2, "orbital_gap_ev": 7.37, "e_above_lowest_kcal_mol": 0.00}

{"formula": "CH6BN5O4P", "method": "wB97M-V/def2-TZVPD", "symbols": ["N", "B", "O", "N", "C", "N", "N", "N", "P", "O", "O", "O", "H", "H", "H", "H", "H", "H"], "positions_angstrom": [[1.16, -1.95, 0.67], [1.40, -0.76, -0.24], [2.19, -1.00, -1.48], [0.92, 0.65, 0.06], [1.77, 1.82, 0.54], [0.72, 2.90, 0.67], [-0.57, 2.43, 0.32], [-0.39, 1.08, -0.05], [-1.91, 0.30, -0.49], [-2.78, 1.34, -1.37], [-1.79, -1.14, -1.44], [-2.83, -0.06, 0.97], [1.73, -1.88, 1.56], [0.15, -2.07, 0.90], [1.53, -1.28, -2.19], [2.93, 1.81, 0.76], [-2.12, -1.88, -0.82], [-2.12, -0.32, 1.64]], "mulliken_charge": [-0.457, 0.250, -0.481, 0.215, 0.014, -0.285, -0.099, 0.512, 0.751, -0.535, -0.439, -0.457, 0.299, 0.233, 0.353, 0.377, 0.389, 0.362], "total_charge": 1, "orbital_gap_ev": 8.31}

{"formula": "C13H30N2O2Si", "method": "wB97M-V/def2-TZVPD", "symbols": ["C", "C", "O", "Si", "C", "C", "C", "C", "N", "C", "C", "N", "C", "C", "C", "O", "C", "C", "H", "H", "H", "H", "H", "H", "H", "H", "H", "H", "H", "H", "H", "H", "H", "H", "H", "H", "H", "H", "H", "H", "H", "H", "H", "H", "H", "H", "H", "H"], "positions_angstrom": [[-2.88, -3.11, -1.93], [-2.06, -2.62, -0.76], [-1.14, -1.63, -1.07], [0.49, -1.96, -1.37], [0.73, -3.33, -2.70], [1.19, -0.31, -1.87], [0.90, 0.75, -0.87], [1.38, 2.10, -1.28], [0.97, 3.18, -0.36], [1.68, 3.34, 0.93], [0.95, 2.65, 2.11], [-0.47, 2.99, 2.15], [-0.97, 3.91, 3.19], [-1.25, 2.93, 0.88], [-0.47, 3.61, -0.28], [1.24, -2.36, 0.07], [0.75, -2.91, 1.31], [0.67, -4.41, 1.35], [-2.28, -3.64, -2.65], [-3.37, -2.28, -2.45], [-3.63, -3.87, -1.61], [-1.51, -3.44, -0.28], [-2.74, -2.19, -0.01], [1.74, -3.70, -2.56], [0.60, -3.06, -3.75], [0.02, -4.13, -2.46], [0.75, -0.08, -2.82], [2.26, -0.40, -2.12], [1.42, 0.48, 0.06], [-0.17, 0.77, -0.61], [2.47, 2.12, -1.37], [1.00, 2.37, -2.27], [2.71, 2.91, 0.83], [1.78, 4.42, 1.08], [1.43, 2.90, 3.05], [1.04, 1.57, 2.04], [-0.63, 3.54, 4.15], [-0.60, 4.93, 3.00], [-2.05, 3.98, 3.18], [-2.23, 3.38, 1.06], [-1.50, 1.87, 0.67], [-0.93, 3.49, -1.25], [-0.42, 4.68, -0.09], [-0.22, -2.46, 1.53], [1.42, -2.57, 2.12], [0.11, -4.76, 2.20], [1.67, -4.86, 1.40], [0.16, -4.77, 0.44]], "mulliken_charge": [-1.313, 0.071, -0.278, 0.421, -1.141, -1.117, 0.911, -1.519, 0.199, -0.829, -0.493, 0.025, -0.941, -0.453, -0.887, -0.332, -0.138, -1.133, 0.255, 0.304, 0.390, 0.063, 0.311, 0.359, 0.331, 0.283, 0.473, 0.453, -0.025, 0.046, 0.331, 0.329, 0.347, 0.359, 0.482, 0.113, 0.348, 0.296, 0.321, 0.468, 0.053, 0.374, 0.378, 0.251, 0.336, 0.360, 0.316, 0.239], "orbital_gap_ev": 8.00, "e_above_lowest_kcal_mol": 0.00}

{"formula": "C10H17Cl2FO2Pb", "method": "wB97M-V/def2-TZVPD", "symbols": ["C", "C", "C", "C", "C", "C", "C", "C", "C", "C", "Pb", "Cl", "Cl", "O", "H", "H", "H", "H", "H", "H", "H", "H", "H", "H", "H", "H", "H", "H", "H", "H", "O", "H", "F"], "positions_angstrom": [[0.27, -1.24, -0.82], [1.12, -0.10, -1.01], [0.31, 1.07, -1.04], [2.59, -0.10, -1.10], [-1.06, 0.67, -0.87], [-1.08, -0.78, -0.79], [-2.26, -1.61, -0.66], [0.70, -2.62, -0.62], [0.82, 2.45, -1.22], [-2.20, 1.58, -0.74], [1.55, 0.80, 3.35], [2.30, 2.80, 2.44], [2.33, -1.30, 2.21], [-0.35, 0.61, 2.35], [3.03, -1.10, -0.95], [3.05, 0.54, -0.34], [2.91, 0.27, -2.09], [1.58, 2.71, -0.46], [-0.02, 3.17, -1.15], [1.28, 2.55, -2.22], [-2.09, 2.17, 0.19], [-3.13, 0.99, -0.67], [-2.23, 2.29, -1.60], [-3.15, -0.98, -0.67], [-2.21, -2.10, 0.44], [-2.31, -2.32, -1.50], [1.66, -2.67, -0.08], [0.81, -3.12, -1.59], [-0.03, -3.15, -0.01], [-1.12, 1.25, 2.30], [-2.44, -1.69, 1.66], [-1.68, -1.29, 2.06], [1.05, 0.25, 5.18]], "mulliken_charge": [0.662, 0.556, 0.776, -1.415, 0.099, 0.270, -1.184, -1.777, -1.312, -1.479, 1.123, -0.514, -0.503, -0.694, 0.345, 0.228, 0.339, 0.186, 0.367, 0.249, 0.211, 0.341, 0.304, 0.344, 0.384, 0.278, 0.332, 0.246, 0.363, 0.178, -0.920, 0.225, -0.608], "total_charge": -2, "orbital_gap_ev": [5.50, 4.52], "e_above_lowest_kcal_mol": 21.14}